[1]
{"formula": "C45H42F3N6O3P2STi", "method": "ωB97M-V/def2-TZVPD", "elements": ["H", "C", "C", "C", "H", "C", "C", "H", "H", "H", "C", "H", "C", "N", "C", "C", "H", "C", "C", "C", "H", "H", "C", "C", "H", "C", "H", "N", "H", "C", "C", "C", "H", "H", "H", "C", "H", "H", "C", "H", "H", "H", "H", "H", "O", "P", "H", "C", "N", "C", "C", "F", "S", "H", "H", "C", "C", "C", "C", "C", "H", "H", "P", "N", "H", "H", "H", "C", "C", "H", "C", "C", "O", "C", "H", "C", "O", "C", "C", "H", "C", "H", "C", "H", "H", "H", "F", "Ti", "H", "C", "F", "H", "C", "C", "C", "C", "H", "H", "C", "N", "H", "N", "C"], "positions_angstrom": [[-5.948, 1.767, 1.612], [4.162, -0.501, -1.027], [-4.364, 3.285, -3.796], [-2.708, -1.970, -0.379], [0.579, 1.751, -4.722], [3.623, -1.895, -4.958], [0.331, 1.595, 1.842], [-1.891, -3.448, 5.888], [-4.795, 3.038, -1.706], [3.827, -3.856, -5.800], [-3.914, -0.420, -4.979], [2.798, 7.543, -2.774], [-5.294, 1.008, 1.200], [-1.404, -1.878, -0.551], [0.946, -2.549, -4.603], [-3.588, -0.952, 0.183], [-0.641, -2.475, 5.101], [0.803, 1.517, -3.679], [1.811, 6.103, -1.530], [1.411, -1.294, -4.215], [-2.493, -2.998, 3.511], [0.033, -3.206, -1.417], [-1.711, 2.916, -3.091], [1.118, 4.901, -1.487], [-2.234, -4.722, 3.759], [3.151, -3.139, -5.354], [-1.288, 3.150, -5.195], [1.245, -1.775, 0.699], [1.448, -4.440, -5.474], [-1.327, -0.359, -3.991], [2.011, 5.912, -3.922], [-2.073, -3.841, -1.387], [-3.012, -0.719, -6.907], [4.245, -2.928, 0.327], [1.874, 1.640, -3.503], [2.757, -0.975, -4.387], [2.006, 6.642, -0.612], [3.218, -3.486, -0.996], [-3.974, 1.311, 0.946], [-0.707, -0.667, -6.034], [2.087, 2.550, -0.159], [-5.320, -2.232, 0.292], [-6.820, -0.519, 1.163], [-3.565, 2.290, 1.165], [0.408, -0.443, -1.841], [0.320, -0.191, -3.302], [-0.095, -2.811, -4.450], [2.400, -1.851, 0.120], [2.191, 0.510, -0.127], [-4.026, 3.075, -2.467], [-0.258, -2.656, 2.086], [0.658, 2.883, 1.412], [-0.922, -1.115, 2.409], [-4.531, -0.091, -2.944], [-0.213, -4.593, 2.542], [-5.789, -0.273, 0.952], [0.872, 4.204, -2.667], [3.920, 1.870, -1.061], [1.814, -3.467, -5.173], [-4.930, -1.233, 0.453], [-2.167, -4.817, -1.827], [-5.401, 3.425, -4.075], [-0.030, 2.653, -2.510], [-0.773, -3.765, 2.672], [-2.415, 2.675, -1.085], [2.776, -3.862, 0.675], [-4.106, -3.466, -0.887], [2.696, 1.704, -0.432], [-3.378, 3.311, -4.776], [-4.925, -0.448, -5.366], [1.321, 4.710, -3.884], [-3.086, 0.349, 0.426], [-1.858, 0.686, 0.147], [-1.740, -3.748, 3.752], [3.141, -0.018, -4.061], [4.656, 0.740, -1.382], [-0.010, 2.146, -1.118], [2.256, 6.606, -2.744], [-1.002, -3.033, -1.175], [0.775, 4.488, -0.544], [-1.545, -0.542, -5.357], [4.667, -1.642, -5.091], [-2.051, 3.131, -4.424], [4.279, 2.867, -1.279], [5.612, 0.824, -1.884], [-2.216, -0.011, -2.074], [-0.745, 1.827, 2.662], [-0.020, -0.007, 0.307], [4.721, -1.400, -1.242], [-2.699, 2.887, -2.110], [1.361, 1.305, 2.710], [1.140, 4.172, -4.808], [2.931, -0.586, -0.378], [-3.698, -0.227, -3.623], [-2.839, -0.573, -5.848], [-1.122, -3.452, 5.113], [-3.647, 3.468, -5.813], [-0.376, -4.205, 5.375], [3.210, -3.105, 0.031], [0.782, -2.897, 1.295], [2.361, 6.305, -4.867], [-3.152, -3.155, -0.877], [-2.403, -0.192, -3.125]], "mulliken_spin": [0.00, 0.00, 0.00, 0.02, 0.00, 0.00, 0.02, 0.00, 0.00, 0.00, 0.00, 0.00, 0.00, -0.01, 0.00, 0.00, 0.00, 0.01, 0.00, 0.00, 0.00, 0.00, 0.00, 0.00, 0.00, 0.00, 0.00, -0.03, 0.00, 0.00, 0.00, 0.00, 0.00, 0.00, 0.00, 0.00, 0.00, 0.00, 0.00, 0.00, 0.00, 0.00, 0.00, 0.00, 0.04, 0.00, 0.00, 0.04, 0.02, 0.00, 0.00, 0.00, -0.02, 0.00, 0.00, 0.01, 0.00, 0.01, 0.00, 0.00, 0.00, 0.00, 0.00, 0.00, 0.00, 0.00, 0.00, 0.02, 0.00, 0.00, 0.00, 0.01, 0.01, 0.00, 0.00, 0.01, 0.00, 0.00, 0.01, 0.00, 0.00, 0.00, 0.00, 0.00, 0.00, 0.01, 0.01, 0.80, 0.00, 0.00, 0.01, 0.00, 0.05, 0.00, 0.00, 0.00, 0.00, 0.00, -0.01, -0.01, 0.00, 0.00, -0.01], "total_energy_ev": -123117.2817, "s2": 0.759, "homo_ev": [-6.10, -6.95], "multiplicity": 2, "e_lumo_ev": [0.21, 0.18], "charge": 0, "homo_lumo_gap_ev": [6.31, 7.13], "de_lowest_kj_mol": 24.1}

***

[2]
{"formula": "C22H27CoO", "method": "ωB97M-V/def2-TZVPD", "elements": ["C", "H", "H", "C", "H", "H", "H", "H", "C", "H", "H", "H", "H", "H", "H", "C", "C", "C", "C", "C", "C", "H", "C", "H", "C", "H", "C", "H", "C", "H", "Co", "C", "C", "C", "C", "C", "C", "H", "C", "C", "H", "H", "H", "H", "H", "H", "H", "O", "C", "H", "H"], "positions_angstrom": [[1.530, 0.013, -0.580], [-1.682, -1.093, 2.980], [-2.173, 2.229, -3.564], [2.950, -1.081, 1.266], [-2.638, 1.144, 1.821], [0.162, -2.763, 1.785], [-2.093, -0.442, -3.412], [-0.539, 2.780, 1.296], [4.774, 1.025, 1.077], [-4.524, 1.436, -1.090], [3.532, 1.751, -0.533], [1.772, -2.870, -0.390], [0.223, -2.671, -2.594], [-3.210, 1.822, 0.044], [-3.732, 0.254, -3.481], [-0.486, 1.800, 1.766], [2.712, -0.060, 0.322], [-2.954, -0.126, -2.806], [-1.086, -0.245, 2.648], [-2.151, 2.256, -2.472], [-1.477, -2.390, 0.306], [5.816, 0.063, 2.719], [4.044, -1.021, 2.129], [-3.708, 0.139, -0.187], [-0.120, -2.608, -1.563], [5.490, 1.841, 0.983], [3.672, 0.978, 0.230], [-2.348, -2.245, 0.936], [-2.543, 0.935, -1.804], [-2.344, -2.415, -1.752], [-0.284, -0.958, -0.466], [-3.556, 1.097, -0.696], [0.700, -2.708, -0.394], [4.960, 0.030, 2.045], [0.672, 1.203, 2.337], [-0.787, 1.998, -1.858], [-1.589, 0.921, 2.002], [-3.391, -0.984, -2.281], [0.309, -0.064, 2.867], [-1.469, -2.434, -1.124], [4.169, -1.813, 2.869], [1.661, 1.652, 2.386], [0.972, -0.756, 3.383], [0.019, 1.804, -2.576], [2.269, -1.930, 1.335], [-2.656, 3.134, -2.072], [-0.512, 2.678, -1.042], [-1.230, 0.675, -1.257], [-0.146, -2.623, 0.753], [1.234, 1.065, -0.723], [1.784, -0.425, -1.569]], "nbo_charge": [-0.77, 0.21, 0.21, -0.27, 0.20, 0.22, 0.22, 0.21, -0.28, 0.22, 0.19, 0.24, 0.22, 0.20, 0.22, -0.39, -0.04, -0.81, -0.39, -0.84, -0.37, 0.19, -0.52, 0.20, -0.40, 0.19, -0.19, 0.22, 0.21, 0.22, 0.79, -0.79, -0.34, -0.40, -0.11, -0.09, -0.08, 0.20, -0.19, -0.34, 0.18, 0.21, 0.22, 0.20, 0.20, 0.21, 0.19, -0.61, -0.37, 0.18, 0.20], "total_energy_ev": -62917.2325, "s2": 6.064, "homo_ev": [2.92, -2.77], "multiplicity": 5, "e_lumo_ev": [4.82, 3.16], "charge": -2, "homo_lumo_gap_ev": [1.90, 5.93]}

***

[3]
{"formula": "C20H28N2NiSi", "method": "ωB97M-V/def2-TZVPD", "elements": ["C", "Si", "H", "H", "H", "H", "H", "H", "C", "H", "C", "H", "N", "C", "H", "H", "C", "H", "H", "C", "H", "N", "C", "H", "H", "H", "Ni", "C", "C", "C", "C", "H", "C", "H", "H", "C", "C", "H", "H", "H", "H", "C", "C", "H", "H", "C", "H", "C", "C", "H", "H", "C"], "positions_angstrom": [[1.573, -4.583, 1.020], [-0.089, -4.246, 0.417], [0.186, -0.674, -2.365], [3.080, 1.865, -2.064], [4.020, -1.715, -0.981], [1.382, 3.283, -2.719], [-0.500, -5.124, -4.568], [2.367, -1.562, -0.202], [0.841, 0.015, 1.587], [-0.629, 1.654, -2.998], [1.181, -5.977, 2.948], [1.884, -0.244, 1.791], [2.339, 1.964, -1.367], [0.332, 1.317, 1.273], [0.833, -4.653, -2.515], [2.849, -0.902, -2.078], [-0.276, -0.860, 1.725], [-2.476, -0.511, 1.485], [-1.764, 2.049, 0.951], [-0.914, -4.547, -1.211], [-0.354, 0.213, -1.127], [0.394, 0.166, -1.825], [2.646, -4.031, 3.082], [0.620, -6.782, 3.434], [-4.125, -5.174, -2.218], [3.297, -3.394, 3.678], [2.227, 0.038, -0.799], [2.949, -1.613, -1.197], [-0.257, -4.726, -2.450], [-2.381, -5.221, -3.507], [-2.321, -4.688, -1.154], [3.093, -3.032, 1.196], [1.103, -5.848, 1.539], [2.722, 2.567, -0.648], [0.935, -6.711, 0.887], [2.517, -3.801, 1.707], [1.098, 2.510, -2.003], [2.580, -2.544, -1.641], [-2.839, -4.560, -0.193], [-2.943, -5.576, -4.377], [1.964, -5.179, 4.782], [1.935, -5.071, 3.697], [-0.996, -5.023, -3.599], [0.944, 1.111, -3.620], [-0.929, -3.610, 1.314], [-3.048, -5.029, -2.289], [0.928, 2.226, 1.184], [-1.455, -0.121, 1.459], [-1.083, 1.225, 1.167], [0.466, 2.956, -1.225], [-0.220, -1.908, 2.011], [0.396, 1.383, -2.710]], "nbo_charge": [-0.54, 1.22, 0.38, 0.38, 0.24, 0.19, 0.21, 0.24, -0.43, 0.21, -0.21, 0.19, -0.89, -0.37, 0.20, 0.21, -0.35, 0.20, 0.20, -0.54, 0.43, -0.89, -0.24, 0.21, 0.22, 0.21, 0.82, -1.01, -0.14, -0.21, -0.18, 0.21, -0.32, 0.40, 0.24, -0.17, -0.23, 0.26, 0.22, 0.21, 0.22, -0.21, -0.24, 0.19, -0.18, -0.22, 0.18, -0.34, -0.38, 0.23, 0.20, -0.23], "total_energy_ev": -73088.5372, "s2": 2.032, "homo_ev": [-5.47, -6.11], "multiplicity": 3, "e_lumo_ev": [0.01, -0.13], "charge": 0, "homo_lumo_gap_ev": [5.48, 5.98], "de_lowest_kj_mol": 430.8}

***

[4]
{"formula": "C18H54F3O10S9V", "method": "ωB97M-V/def2-TZVPD", "elements": ["C", "H", "V", "C", "H", "C", "H", "H", "H", "H", "O", "S", "H", "H", "H", "H", "H", "C", "C", "O", "S", "C", "H", "C", "H", "H", "S", "H", "H", "H", "S", "H", "F", "C", "O", "H", "H", "H", "H", "H", "H", "H", "H", "H", "O", "C", "H", "H", "H", "H", "F", "C", "H", "H", "C", "C", "C", "H", "H", "S", "H", "H", "H", "H", "C", "H", "H", "C", "H", "H", "O", "O", "H", "H", "C", "S", "O", "H", "H", "O", "O", "H", "H", "H", "C", "H", "H", "C", "S", "S", "H", "O", "S", "H", "F"], "positions_angstrom": [[10.405, 15.773, 10.330], [6.650, 12.917, 9.940], [10.425, 14.784, 15.062], [14.369, 10.877, 14.232], [5.057, 13.540, 9.351], [8.034, 19.095, 14.997], [9.809, 15.308, 11.117], [11.369, 17.551, 15.555], [10.211, 10.349, 20.665], [13.832, 11.823, 14.456], [10.355, 16.743, 7.954], [6.856, 14.295, 18.681], [13.800, 10.236, 13.616], [9.245, 11.321, 13.780], [7.397, 8.775, 15.781], [6.266, 11.560, 12.604], [10.985, 10.485, 9.202], [12.195, 12.298, 11.336], [14.013, 14.968, 16.157], [11.896, 9.620, 11.637], [5.031, 13.348, 11.723], [6.646, 16.735, 14.166], [10.916, 16.687, 10.742], [12.419, 17.279, 15.570], [11.312, 11.514, 18.480], [10.088, 12.414, 17.423], [14.601, 10.092, 15.872], [12.496, 11.153, 16.429], [6.005, 12.942, 13.692], [8.074, 7.187, 15.082], [11.158, 10.927, 11.614], [7.361, 13.069, 16.718], [9.688, 16.556, 15.495], [8.584, 14.895, 8.530], [8.098, 13.927, 19.385], [8.805, 11.538, 20.721], [7.516, 16.104, 14.510], [8.216, 19.048, 13.942], [10.231, 10.508, 15.061], [10.199, 12.858, 19.107], [7.521, 16.489, 17.838], [12.410, 9.533, 15.640], [12.678, 17.044, 14.556], [12.625, 12.487, 12.305], [9.833, 9.553, 17.895], [9.235, 10.623, 14.574], [11.537, 13.134, 11.198], [8.493, 9.766, 20.546], [9.153, 8.253, 16.024], [13.802, 14.823, 15.121], [8.847, 14.355, 13.998], [9.212, 10.573, 20.362], [13.038, 18.146, 15.829], [9.887, 11.834, 9.688], [10.347, 12.002, 18.411], [10.285, 10.829, 9.989], [6.359, 12.578, 12.696], [6.461, 11.978, 17.912], [11.098, 15.107, 9.858], [6.339, 18.294, 15.123], [6.509, 15.640, 16.707], [12.766, 9.656, 17.387], [7.772, 14.756, 9.270], [5.610, 13.270, 16.904], [7.341, 15.472, 17.411], [14.115, 14.059, 16.681], [5.172, 11.800, 9.752], [6.513, 13.002, 17.455], [6.812, 17.122, 13.182], [8.389, 10.968, 15.234], [5.358, 14.803, 11.946], [11.566, 15.039, 14.002], [12.758, 12.196, 10.412], [14.922, 15.533, 16.257], [5.542, 12.817, 10.047], [9.367, 16.438, 9.023], [7.367, 9.318, 13.128], [8.084, 20.091, 15.348], [8.802, 18.442, 15.438], [11.554, 15.034, 16.667], [6.107, 18.010, 16.573], [9.257, 14.001, 8.660], [7.259, 13.125, 12.404], [5.716, 16.110, 14.191], [8.298, 8.267, 15.379], [9.531, 10.117, 10.229], [8.273, 15.125, 17.006], [12.888, 10.143, 16.400], [8.702, 9.101, 13.811], [12.696, 15.985, 16.777], [15.331, 10.990, 13.812], [15.465, 11.055, 16.635], [9.177, 10.744, 18.534], [8.267, 15.026, 7.525], [10.592, 12.824, 15.503]], "mulliken_spin": [0.00, 0.00, 1.10, 0.00, 0.00, 0.00, 0.00, 0.00, 0.00, 0.00, 0.00, 0.00, 0.00, 0.00, 0.00, 0.00, 0.00, 0.00, 0.00, 0.00, 0.00, 0.00, 0.00, 0.00, 0.00, 0.00, 0.00, 0.00, 0.00, 0.00, 0.00, 0.00, 0.01, 0.00, 0.00, 0.00, 0.00, 0.00, 0.00, 0.00, 0.00, 0.00, 0.00, 0.00, 0.00, 0.00, 0.00, 0.00, 0.00, 0.00, 0.01, 0.00, 0.00, 0.00, 0.00, 0.00, 0.00, 0.00, 0.00, 0.00, 0.00, 0.00, 0.00, 0.00, 0.00, 0.00, 0.00, 0.00, 0.00, 0.00, 0.00, -0.12, 0.00, 0.00, 0.00, 0.00, 0.00, 0.00, 0.00, 0.00, 0.00, 0.00, 0.00, 0.00, 0.00, 0.00, 0.00, 0.00, 0.00, 0.00, 0.00, 0.00, 0.00, 0.00, 0.00], "total_energy_ev": -171372.9865, "s2": 0.762, "homo_ev": [-6.19, -6.21], "multiplicity": 2, "e_lumo_ev": [2.03, 2.03], "charge": -1, "homo_lumo_gap_ev": [8.22, 8.24], "de_lowest_kj_mol": 79.9}